Record 1
ORCA calculation (ωB97M-V/def2-TZVPD) on a 4-piece molecular cluster, C3H9O4 overall in a non-equilibrium geometry.

Its largest force on an atom is 2.7 eV Å⁻¹. As for the LUMO energy (spin up / spin down): 5.61 / 4.54 eV. As for the orbital gap (spin up / spin down): 5.88 / 4.69 eV. The expectation value of S² is 0.764.

Geometry as ORCA input:
```
! RIJCOSX wB97M-V def2-TZVPD def2/J DEFGRID3
* xyz -2 2
O 2.800 1.269 -1.827
C 2.651 1.980 -0.809
O -1.796 -2.521 2.782
C 1.634 1.805 0.151
C 0.486 1.012 -0.432
H 1.715 2.289 1.146
H 3.493 2.702 -0.688
H -0.455 1.318 -0.153
H 0.433 0.978 -1.516
H 0.521 0.011 -0.066
H -1.240 -3.303 -0.118
H -1.526 -3.109 1.884
O -1.560 -3.921 0.515
H -2.720 0.862 -1.727
H -2.627 -2.178 2.360
O -1.810 0.807 -1.501
*
```

Löwdin population analysis, charges in e, atoms 1 to 4:
1. O -0.046
2. C -0.364
3. O -0.292
4. C -0.033

Record 2
ORCA calculation (ωB97M-V/def2-TZVPD) on a 2-piece molecular cluster, C3H9OPS overall in a non-equilibrium geometry.

Its largest force on an atom is 3.3 eV Å⁻¹. As for the LUMO energy (spin up / spin down): -0.93 / -1.96 eV. The relative energy (zero: lowest compared OMol25 entry of this formula, charge and spin) is 400.56 kJ/mol. As for the orbital gap (spin up / spin down): 8.57 / 6.19 eV.

Geometry as ORCA input:
```
! RIJCOSX wB97M-V def2-TZVPD def2/J DEFGRID3
* xyz 0 1
C -1.213 1.325 1.485
C -1.525 -0.823 -0.351
C 2.743 -0.372 -1.359
O -0.289 -1.092 2.128
P -0.443 -0.177 0.983
S 1.384 -0.345 -2.610
H -0.733 1.755 2.286
H -1.334 2.032 0.750
H -2.256 1.200 1.931
H -1.741 -1.828 -0.240
H -2.434 -0.176 -0.144
H -1.251 -0.623 -1.377
H 3.553 -0.018 -2.033
H 2.926 -1.342 -0.897
H 2.613 0.483 -0.551
*
```

Löwdin population analysis, charges in e, atoms 1 to 4:
1. C -0.259
2. C -0.218
3. C -0.557
4. O -0.394

Record 3
ORCA calculation (ωB97M-V/def2-TZVPD) on one molecule with the formula C3H9OPS2 in a non-equilibrium geometry.

Its largest force on an atom is 4.9 eV Å⁻¹. As for the LUMO energy (spin up / spin down): 0.47 / -2.10 eV. The relative energy (zero: lowest compared OMol25 entry of this formula, charge and spin) is 88.06 kJ/mol. As for the orbital gap (spin up / spin down): 7.01 / 6.90 eV. The expectation value of S² is 2.005.

Geometry as ORCA input:
```
! RIJCOSX wB97M-V def2-TZVPD def2/J DEFGRID3
* xyz 0 3
C 0.715 1.827 -1.790
C 0.094 0.558 -1.105
C 0.331 0.502 0.328
O -1.496 -1.739 0.415
P -0.798 -0.684 1.210
S -0.135 -2.550 2.896
S -1.203 -3.768 1.863
H 0.286 2.770 -1.490
H 1.738 2.108 -1.643
H 0.622 1.887 -2.862
H -0.979 0.628 -1.464
H 0.373 -0.353 -1.717
H 1.322 0.099 0.545
H -0.072 1.371 0.853
H -1.769 0.265 1.779
H 0.971 -2.920 2.182
*
```

Löwdin population analysis, charges in e, atoms 1 to 4:
1. C -0.119
2. C -0.334
3. C -0.385
4. O -0.611

Record 4
ORCA calculation (ωB97M-V/def2-TZVPD) on a 2-piece molecular cluster, C3H9OS overall in a non-equilibrium geometry.

Its largest force on an atom is 3.3 eV Å⁻¹. As for the LUMO energy: 4.22 eV. The relative energy (zero: lowest compared OMol25 entry of this formula, charge and spin) is 109.57 kJ/mol. As for the orbital gap: 6.86 eV.

Geometry as ORCA input:
```
! RIJCOSX wB97M-V def2-TZVPD def2/J DEFGRID3
* xyz -1 1
C 0.860 1.384 1.306
C 0.199 0.060 1.842
C -1.031 -0.297 1.046
S -0.707 -0.969 -0.593
H 1.991 1.528 1.324
H 0.589 1.355 0.243
H 0.325 2.339 1.840
H 0.096 0.112 2.972
H 0.937 -0.891 1.722
H -1.787 -0.995 1.619
H -1.759 0.539 0.771
H 0.772 -0.256 -2.088
H 0.447 1.091 -2.721
O 1.191 0.476 -2.670
*
```

Löwdin population analysis, charges in e, atoms 1 to 4:
1. C -0.164
2. C -0.408
3. C -0.827
4. S 0.242

Record 5
ORCA calculation (ωB97M-V/def2-TZVPD) on a 2-piece molecular cluster, C3H9OS overall in a non-equilibrium geometry.

Its largest force on an atom is 1.2 eV Å⁻¹. As for the LUMO energy: 4.09 eV. The relative energy (zero: lowest compared OMol25 entry of this formula, charge and spin) is 75.64 kJ/mol. As for the orbital gap: 6.75 eV.

Geometry as ORCA input:
```
! RIJCOSX wB97M-V def2-TZVPD def2/J DEFGRID3
* xyz -1 1
C -1.316 -1.165 -1.533
O -1.052 0.088 -2.162
H -0.669 -1.311 -0.666
H -2.367 -1.198 -1.210
H -1.217 -1.947 -2.299
C 1.178 0.067 1.655
C 0.471 1.184 0.884
S 1.316 1.606 -0.681
H 2.254 0.192 1.629
H 0.893 -0.895 1.223
H 0.945 0.049 2.731
H -0.538 0.836 0.651
H 0.327 2.066 1.515
H -0.225 0.428 -1.738
*
```

Löwdin population analysis, charges in e, atoms 1 to 4:
1. C -0.196
2. O -0.212
3. H 0.055
4. H 0.061

Record 6
ORCA calculation (ωB97M-V/def2-TZVPD) on a 2-piece molecular cluster, C3H9OS overall in a non-equilibrium geometry.

Its largest force on an atom is 5.2 eV Å⁻¹. As for the LUMO energy: 3.90 eV. The relative energy (zero: lowest compared OMol25 entry of this formula, charge and spin) is 133.18 kJ/mol. As for the orbital gap: 6.48 eV.

Geometry as ORCA input:
```
! RIJCOSX wB97M-V def2-TZVPD def2/J DEFGRID3
* xyz -1 1
C 0.233 -0.342 3.179
C 0.126 -0.987 1.786
C -0.078 0.349 0.914
S -0.023 -0.040 -0.887
H 0.526 -0.999 4.012
H -0.771 0.209 3.244
H 0.913 0.539 3.199
H 1.172 -1.184 1.427
H -0.500 -1.788 1.401
H 0.548 1.167 1.239
H -1.053 0.798 1.258
H 0.125 0.888 -2.872
H -1.089 0.727 -3.975
O -0.152 0.770 -3.810
*
```

Löwdin population analysis, charges in e, atoms 1 to 4:
1. C -0.181
2. C -0.339
3. C -0.786
4. S 0.243

Record 7
ORCA calculation (ωB97M-V/def2-TZVPD) on a 2-piece molecular cluster, C3H9PS overall in a non-equilibrium geometry.

Its largest force on an atom is 5.6 eV Å⁻¹. As for the LUMO energy (spin up / spin down): 0.17 / -0.62 eV. The relative energy (zero: lowest compared OMol25 entry of this formula, charge and spin) is 428.89 kJ/mol. As for the orbital gap (spin up / spin down): 8.19 / 7.76 eV.

Geometry as ORCA input:
```
! RIJCOSX wB97M-V def2-TZVPD def2/J DEFGRID3
* xyz 0 1
C 0.840 2.083 0.087
C 0.979 -2.339 0.233
C -1.364 0.460 -0.504
P -0.159 0.670 0.922
S -2.194 -1.208 -0.240
H 1.456 2.612 0.804
H 0.280 2.805 -0.558
H 1.560 1.407 -0.543
H 1.498 -1.382 -0.084
H 0.433 -2.708 -0.503
H 1.162 -2.695 1.236
H -2.188 1.114 -0.438
H -0.721 0.625 -1.452
H -1.580 -1.446 1.043
*
```

Löwdin population analysis, charges in e, atoms 1 to 4:
1. C -0.392
2. C 0.035
3. C -0.830
4. P 0.798

Record 8
ORCA calculation (ωB97M-V/def2-TZVPD) on a 2-piece molecular cluster, C3H9PS overall.

Its largest force on an atom is 0.6 eV Å⁻¹. As for the LUMO energy (spin up / spin down): 0.85 / -0.09 eV. The relative energy (zero: lowest compared OMol25 entry of this formula, charge and spin) is 394.82 kJ/mol. As for the orbital gap (spin up / spin down): 8.71 / 6.65 eV.

Geometry as ORCA input:
```
! RIJCOSX wB97M-V def2-TZVPD def2/J DEFGRID3
* xyz 0 1
C 1.246 -1.451 -0.154
C -1.524 1.362 -0.453
C 1.285 -0.155 0.550
P -2.847 0.407 0.179
S 2.390 1.102 0.209
H 0.323 -1.548 -0.737
H 1.251 -2.271 0.569
H 2.094 -1.567 -0.826
H -1.590 2.423 -0.275
H -1.185 1.087 -1.445
H 0.550 0.095 1.285
H -2.795 0.810 1.515
H -2.195 -0.812 0.408
H 2.997 0.520 -0.824
*
```

Löwdin population analysis, charges in e, atoms 1 to 4:
1. C -0.194
2. C -0.395
3. C -0.639
4. P 0.695

What did the third record say?
ORCA calculation (ωB97M-V/def2-TZVPD) on one molecule with the formula C3H9OPS2 in a non-equilibrium geometry.

Its largest force on an atom is 4.9 eV Å⁻¹. As for the LUMO energy (spin up / spin down): 0.47 / -2.10 eV. The relative energy (zero: lowest compared OMol25 entry of this formula, charge and spin) is 88.06 kJ/mol. As for the orbital gap (spin up / spin down): 7.01 / 6.90 eV. The expectation value of S² is 2.005.

Geometry as ORCA input:
```
! RIJCOSX wB97M-V def2-TZVPD def2/J DEFGRID3
* xyz 0 3
C 0.715 1.827 -1.790
C 0.094 0.558 -1.105
C 0.331 0.502 0.328
O -1.496 -1.739 0.415
P -0.798 -0.684 1.210
S -0.135 -2.550 2.896
S -1.203 -3.768 1.863
H 0.286 2.770 -1.490
H 1.738 2.108 -1.643
H 0.622 1.887 -2.862
H -0.979 0.628 -1.464
H 0.373 -0.353 -1.717
H 1.322 0.099 0.545
H -0.072 1.371 0.853
H -1.769 0.265 1.779
H 0.971 -2.920 2.182
*
```

Löwdin population analysis, charges in e, atoms 1 to 4:
1. C -0.119
2. C -0.334
3. C -0.385
4. O -0.611

Question: Which value of largest force on an atom does entry 4 give?
Answer: 3.3 eV Å⁻¹

Question: The lowest largest force on an atom belongs to which entry?
Answer: number 8

Copy entry 6 word for word.
ORCA calculation (ωB97M-V/def2-TZVPD) on a 2-piece molecular cluster, C3H9OS overall in a non-equilibrium geometry.

Its largest force on an atom is 5.2 eV Å⁻¹. As for the LUMO energy: 3.90 eV. The relative energy (zero: lowest compared OMol25 entry of this formula, charge and spin) is 133.18 kJ/mol. As for the orbital gap: 6.48 eV.

Geometry as ORCA input:
```
! RIJCOSX wB97M-V def2-TZVPD def2/J DEFGRID3
* xyz -1 1
C 0.233 -0.342 3.179
C 0.126 -0.987 1.786
C -0.078 0.349 0.914
S -0.023 -0.040 -0.887
H 0.526 -0.999 4.012
H -0.771 0.209 3.244
H 0.913 0.539 3.199
H 1.172 -1.184 1.427
H -0.500 -1.788 1.401
H 0.548 1.167 1.239
H -1.053 0.798 1.258
H 0.125 0.888 -2.872
H -1.089 0.727 -3.975
O -0.152 0.770 -3.810
*
```

Löwdin population analysis, charges in e, atoms 1 to 4:
1. C -0.181
2. C -0.339
3. C -0.786
4. S 0.243